19
Properties=species:S:1:pos:R:3:nbo_charge:R:1 method="wB97M-V/def2-TZVPD" homo_ev="-0.59 / -1.52" gap_ev="4.4 / 5.3" spin_multiplicity=3 charge=-2
Ni -0.091 0.172 -0.137 0.7277
S 4.472 2.319 -1.793 -0.9040
Sb 3.132 2.173 0.080 1.1130
S 2.044 -0.036 -0.057 -0.7643
S 0.065 2.240 -0.437 -0.4761
S 4.204 2.201 2.131 -0.9221
N -2.057 0.075 -0.078 -0.6095
C -3.204 -0.091 -0.064 0.5630
N -4.506 -0.153 -0.038 -0.7197
C -5.139 -1.307 -0.005 0.4549
N -5.797 -2.267 0.027 -0.5557
S 0.049 -4.113 1.105 0.4295
C 0.070 -4.046 -0.599 -0.4673
C -0.019 -2.762 -1.005 -0.0159
N -0.110 -1.847 0.021 -0.4576
C -0.078 -2.427 1.181 -0.1166
H 0.153 -4.930 -1.209 0.2383
H -0.014 -2.400 -2.021 0.2343
H -0.107 -1.879 2.110 0.2480